The following is a quantum chemistry calculation of a molecular structure, C58H47F3O3P2RhSb, from OMol25.

Atoms and positions in Å:
C1 1.224670 -0.469798 -3.900361
H1 1.880130 2.617040 0.231790
C2 3.753879 -1.245466 0.322981
H2 0.415448 -0.094950 -1.961905
H3 2.734337 -2.715464 1.540385
C3 -2.055015 -4.191668 -3.388215
H4 4.173600 2.224281 2.511073
C4 -5.543007 1.541547 -0.203495
C5 -0.580824 5.401733 -1.863273
C6 -5.693712 0.230395 -2.232527
C7 -3.160821 -1.195316 2.835448
C8 0.071141 4.277692 1.991722
C9 2.294300 -2.810863 -2.816642
C10 1.054450 0.244804 4.471170
H5 0.260586 3.316985 -5.011239
C11 1.895574 6.360783 1.782463
C12 -3.680075 -3.001322 4.290236
C13 -4.569234 -0.486972 -1.846907
C14 3.356673 -0.377605 4.809780
C15 -0.930780 5.863402 -3.116566
C16 0.383499 3.419413 -2.877648
C17 1.959114 -1.341658 -4.696221
H6 -0.222101 -6.869244 -1.304049
H7 -3.419409 -4.982659 3.540920
H8 5.239794 3.173408 -2.231508
F1 -4.103748 -3.438346 5.478197
C18 2.560177 0.095790 2.583386
C19 2.495772 -2.502285 -4.155328
C20 5.011384 2.956955 -1.196551
H9 -0.906809 5.481325 -5.229174
H10 4.057217 -1.106154 -0.717625
H11 -4.299548 -3.730607 -0.268805
C21 -1.798356 -3.162198 -2.494630
H12 6.232200 4.546074 -0.429538
C22 0.155571 -4.127555 1.383680
H13 0.236452 -3.352816 2.140856
P1 2.787782 0.227956 0.798127
C23 0.341499 -4.842441 -0.914137
C24 4.413904 2.417954 1.473596
C25 -0.272162 -5.395765 1.745594
C26 3.592762 -0.271233 3.448349
C27 1.023267 -0.789666 -2.568958
C28 -0.631383 5.113584 -4.250049
C29 -0.108880 -6.102056 -0.549630
C30 -3.339518 -3.925993 3.323106
H14 4.160710 -0.663301 5.474571
H15 -5.942036 2.335083 0.413408
H16 -0.739674 -7.372708 1.057679
H17 3.075819 -3.169410 -4.778793
C31 -2.574160 -3.004351 -1.348302
H18 1.500234 6.707234 3.861911
C32 5.565418 3.730963 -0.181348
H19 -6.207602 0.023578 -3.161255
H20 -4.730160 -5.593019 -1.840523
H21 3.336139 -3.370035 0.022480
H22 -0.119849 4.851466 4.047224
C33 -1.923960 2.697174 -0.211125
H23 1.911531 -0.198655 6.384705
H24 -1.471996 -4.328167 -4.289206
C34 -3.645769 -3.869206 -1.121005
C35 2.891467 -2.486342 0.483584
C36 0.672103 4.545950 0.762598
C37 1.542343 -1.960962 -2.008559
H25 4.584421 -0.477709 3.062901
C38 5.263335 3.467078 1.145608
C39 4.160444 1.913435 -0.879489
C40 -3.095543 -5.057121 -3.108894
C41 0.478841 -3.850676 0.053810
H26 0.914671 2.481487 -2.779548
H27 -3.085936 -0.127351 2.671912
C42 -4.419202 0.822018 0.166509
C43 -2.829643 -2.099906 1.825382
C44 -0.404746 -6.382535 0.778274
O1 -1.517084 1.594831 -0.100941
F2 -7.242098 1.918219 -1.764102
F3 -3.334536 -6.065793 -3.949533
P2 1.224140 -2.232787 -0.244410
H28 -4.205290 -1.271910 -2.498340
H29 0.563873 -4.636536 -1.952661
H30 -0.986195 -2.478889 -2.711779
C45 0.024360 3.892226 -4.125072
C46 2.090260 -0.117881 5.320749
Rh1 0.389486 0.098845 0.060517
H31 5.689249 4.076367 1.931358
C47 3.873811 1.627664 0.461068
H32 2.060796 5.805253 -0.285788
C48 -3.906591 -4.909976 -1.998221
H33 2.118044 -1.110485 -5.741143
C49 -2.911108 -3.466321 2.086096
H34 3.711520 1.324090 -1.673194
C50 1.591960 5.593020 0.667901
C51 0.097072 4.175395 -1.722087
C52 -6.159809 1.227129 -1.400368
H35 2.607464 7.171315 1.700091
C53 0.367921 5.052588 3.102602
H36 -0.508362 -5.609685 2.779713
Sb1 -2.246830 -1.365871 -0.069993
C54 1.278693 6.095215 2.997800
C55 1.295239 0.351130 3.109332
H37 0.805212 0.435567 -4.318856
H38 -0.831327 5.977600 -0.981365
H39 -3.868974 -0.952850 4.864308
H40 0.069046 0.448150 4.868227
C56 -3.593571 -1.638749 4.074851
O2 1.147079 2.487051 -0.391124
O3 -2.567151 3.645544 -0.293208
H41 4.662482 -1.287495 0.924541
H42 0.472808 0.660283 2.460836
H43 2.734196 -3.711293 -2.403939
H44 -2.643757 -4.190394 1.327711
H45 -1.443011 6.810892 -3.215843
C57 -3.929235 -0.204815 -0.641915
H46 -0.644696 3.467871 2.086869
H47 -3.935905 1.076134 1.101359
C58 0.443799 3.694371 -0.424487

Cartesian forces (eV/Å) of the 6 atoms listed first:
C 0.0338 -0.0562 -0.0099
H 0.0455 -0.0064 -0.0707
C -0.0224 0.0681 -0.1435
H -0.0267 -0.0987 -0.4390
H -0.0057 -0.0348 -0.0015
C -0.0113 0.0444 0.0256

Values from the calculation:
Frontier orbital gap (alpha / beta) = 7.194 / 6.470 eV
Net charge = +2
Multiplicity = 5
E_HOMO (alpha / beta) = -0.42824 / -0.49370 Eh
LUMO (alpha / beta) = -0.164 / -0.256 hartree

---

The following is a quantum chemistry calculation of a molecular structure, C29H18ClHfIN5O11S, from OMol25.

Atoms and positions in Å:
C1 1.703527 -0.711039 2.845231
C2 -2.470762 0.496634 -3.408621
C3 4.118473 1.055186 -1.193199
C4 0.772785 -2.131021 -2.827573
C5 2.100010 2.679205 1.398570
C6 5.087583 3.125345 -0.084657
C7 -3.305388 0.795638 4.954518
C8 4.025736 2.089912 -0.261406
H1 -0.296766 -2.272579 -2.904716
H2 0.635886 -1.539010 5.131469
H3 -1.556907 -0.870519 6.108823
C9 1.630425 -2.697063 -3.691837
O1 6.088227 3.105334 -0.761370
C10 -2.092526 0.344877 4.412021
N1 3.012203 0.252818 -1.088665
C11 -3.525670 -1.520697 -2.622051
I1 2.531701 -3.399417 0.201998
O2 0.070234 1.834358 -1.250551
O3 -1.075196 2.792550 -2.886728
C12 3.498499 -1.517165 -2.704224
C13 -4.106833 1.643493 4.233318
C14 -1.673404 0.753886 3.110622
C15 -0.046239 -0.890034 4.602939
H4 -4.205549 -2.350140 -2.764352
C16 0.935433 -2.081942 -0.350220
O4 4.910159 4.042369 0.842248
Hf1 -0.017491 1.077065 0.509132
C17 0.320296 -0.412847 3.329558
C18 -1.784874 0.644234 -2.219623
N2 -3.960754 -0.736193 -4.894053
C19 -3.707588 2.076295 2.977347
S1 -2.101988 2.365756 0.867886
H5 1.822143 -1.776731 2.644153
O5 -4.683594 -1.703248 -5.053887
C20 -1.913029 -0.330017 -1.187838
H6 4.545991 -1.278682 -2.717112
O6 -2.274331 -2.483181 0.515940
Cl1 5.373964 0.895395 -2.318425
C21 -1.248140 -0.525734 5.133837
H7 0.590832 -0.402990 -1.597862
O7 0.879751 2.332459 1.644858
N3 -3.059843 -2.388195 -0.417230
C22 -2.510841 1.666497 2.398462
H8 0.769141 -1.417709 0.503963
C23 3.026005 -2.452500 -3.587626
H9 1.265601 -3.321937 -4.493359
C24 -0.895687 1.872912 -2.119759
H10 -3.581155 0.472211 5.947367
O8 -1.238547 -0.287334 -0.085847
H11 4.045841 3.954259 1.355789
H12 2.418149 -0.453324 3.627811
C25 2.799542 1.880100 0.388426
C26 1.225192 -1.307069 -1.658004
H13 1.948009 -0.128603 1.954687
H14 -4.319213 2.768926 2.419581
O9 -4.039662 -3.105222 -0.546348
N4 2.207901 0.738994 -0.096722
C27 2.653875 -0.859160 -1.805682
H15 -5.042846 1.995875 4.643595
H16 -2.326515 1.236020 -4.181321
C28 -2.832689 -1.399762 -1.425762
N5 -0.489227 0.328359 2.589078
O10 -3.738614 0.101180 -5.747943
O11 2.658642 3.606237 1.994986
H17 0.063028 -2.723639 -0.463527
H18 3.707586 -2.963415 -4.244640
C29 -3.320504 -0.586260 -3.625475

Cartesian forces (eV/Å) of the 6 atoms listed first:
C -0.1825 0.0312 -0.0392
C -0.1168 -0.1801 -0.0379
C -0.1449 0.3578 0.4835
C -0.0986 0.0685 -0.1166
C 1.3525 0.9512 0.6124
C 0.1361 -0.0657 -0.1122

Values from the calculation:
Frontier orbital gap (alpha / beta) = 4.884 / 4.884 eV
Net charge = -1
Multiplicity = 1
E_HOMO (alpha / beta) = -0.13399 / -0.13396 Eh
LUMO (alpha / beta) = 0.046 / 0.046 hartree

---

The following is a quantum chemistry calculation of C4H7N in the gas phase, from OMol25.

Atoms and positions in Å:
N1 1.522722 1.036483 1.513020
H1 -1.173453 -1.459797 0.099465
H2 0.596806 0.857583 -0.894426
H3 2.234978 1.332557 0.860729
C1 0.571061 0.109085 1.039904
H4 -0.876020 -0.665385 -2.752524
C2 -0.991828 -0.673767 -0.641110
C3 -1.524700 -0.736787 -1.882822
H5 0.427110 -0.694090 1.752253
H6 -2.563663 -0.644633 -2.174766
C4 0.116052 0.155563 -0.222561
H7 1.966126 0.628891 2.324809

Cartesian forces (eV/Å) of the 6 atoms listed first:
N -0.0989 -0.8897 0.6201
H -1.5157 0.9054 0.5134
H -0.4015 0.2363 -0.1061
H -0.2171 0.0788 -0.2081
C 1.5726 0.6255 -0.6729
H 0.1736 1.4084 0.0770

Values from the calculation:
Frontier orbital gap = 8.100 eV
Net charge = 0
Multiplicity = 1
E_HOMO = -0.26882 Eh
LUMO = 0.029 hartree
SMILES string = C=C/C=C/N

---

The following is a quantum chemistry calculation of 11 unconnected molecules or ions with the total composition C26H64BN2O18, from OMol25.

Atoms and positions in Å:
H1 -0.232363 3.865616 7.457750
O1 0.345019 -3.090908 5.455886
C1 -1.042355 -4.462534 -1.173312
O2 0.418656 2.087116 3.823526
O3 -0.269789 -3.942307 2.858902
H2 6.163979 -2.541742 -2.592532
H3 2.789245 -4.188278 6.077775
C2 -4.154403 2.740944 -1.311811
C3 -0.253507 2.779990 7.362474
H4 -4.163057 3.630048 -1.942299
H5 -0.300923 2.479789 8.409246
O4 -1.073155 2.596768 0.712633
C4 -1.370587 -4.009351 -2.609331
C5 -0.628943 -0.273964 -1.004086
H6 1.224301 1.633648 -1.854732
C6 4.649326 -1.562697 -1.734674
H7 1.386013 -2.492441 7.183275
H8 2.697593 -3.770598 4.635241
C7 -5.872556 -1.031872 -2.698629
C8 2.162535 -2.084338 -7.135948
H9 -0.357314 -3.766955 -0.688543
O5 -2.170694 0.492046 0.536411
H10 0.786976 4.692260 -1.919566
C9 -0.030088 1.952183 2.693906
C10 -2.005402 -0.379831 -0.447269
C11 1.615239 4.277074 -1.345364
H11 -1.058257 2.373237 6.750082
H12 -0.425625 -3.690806 -3.049426
C12 -2.245267 -4.811724 -0.349100
H13 -3.468007 2.057812 -1.812096
H14 -1.802207 -4.858589 -3.139035
O6 -2.814459 -1.246353 -0.724896
H15 4.101658 3.052138 -0.730062
H16 -1.566640 -2.366563 3.097422
H17 1.185817 3.850948 -0.438649
H18 5.511761 0.195576 -0.577371
O7 -6.333434 3.449867 -0.660134
H19 3.593225 -2.569971 -0.021902
O8 0.957712 2.470565 6.714957
H20 3.536995 -2.668298 5.830488
H21 0.067387 -1.767933 2.656647
H22 -4.137226 -0.439771 -3.369311
H23 2.184180 -0.964414 4.626961
C13 3.234268 2.414316 -0.900129
H24 -3.496504 2.913964 -0.460148
H25 0.670888 -0.338463 5.401552
H26 -2.082606 -3.184106 -2.599747
H27 0.368266 8.502192 3.041303
H28 4.001132 -1.145083 -5.500707
H29 -4.759770 0.436264 -0.083968
C14 -5.588310 1.131280 0.052230
H30 3.302285 0.349384 -4.876267
H31 -3.068829 -4.110670 -0.213540
O9 1.657205 -1.733195 -4.776403
H32 6.347726 -1.383503 -0.396970
H33 -2.025450 -5.249854 0.624458
H34 -7.348752 -0.518097 -3.899327
H35 2.732201 2.144693 0.029030
O10 -0.171625 6.871301 1.869152
H36 -5.824599 3.851861 0.047747
H37 2.854416 -1.676701 -7.872996
H38 3.091847 -0.921947 -0.358452
C15 3.442587 -1.844387 -0.821252
H39 -4.005098 -1.170470 -1.819057
O11 -0.325212 4.304402 2.146566
C16 2.637360 -3.230490 5.580099
C17 3.303529 -0.337489 -5.722611
C18 -5.586953 2.278325 -1.016732
H40 2.469737 -3.029703 -6.688712
H41 4.295488 -1.079104 -2.645186
H42 3.025812 3.712072 -2.746476
C19 1.432890 -2.384315 6.099662
H43 1.278310 -2.318163 -7.728879
H44 -5.549893 1.543375 1.060592
N1 -6.356332 -0.406591 -3.748410
H45 6.606791 -0.510576 -1.766592
O12 -6.620864 -1.361598 -1.783998
C20 -0.641131 -2.591415 2.567348
H46 0.113863 6.851631 3.809882
O13 -0.068599 0.753183 -0.483577
H47 0.303542 -3.886017 3.626833
C21 1.974142 -1.050219 -5.972583
H48 3.682522 1.530653 -1.354337
C22 5.794799 -0.732455 -1.074097
O14 -0.345788 -5.738815 -1.260673
C23 2.416513 3.193393 -2.006323
H49 -0.995137 -2.554525 1.537089
N2 -4.573339 -0.972307 -2.630185
B1 -0.902224 1.146619 0.698766
H50 -6.580386 0.686417 -0.025203
H51 -5.800158 0.081833 -4.435599
H52 -0.267322 5.935288 2.059713
H53 1.550647 7.212915 3.021755
H54 1.566248 -1.081900 -4.077005
C24 -0.446177 3.150234 1.779078
H55 3.720846 0.112514 -6.623412
C25 1.548131 -0.975906 5.512065
H56 2.552984 -2.104262 -1.394973
H57 1.147879 -0.374335 -6.192991
H58 -0.429043 -6.164684 -0.404336
H59 -2.549276 -5.695231 -0.910435
H60 -0.398134 -2.579511 5.784212
H61 -5.845958 1.756736 -1.938131
C26 0.482749 7.421503 2.957088
O15 -0.129412 -0.993033 -1.904929
H62 2.261242 5.098219 -1.034702
O16 5.307852 -2.681336 -2.181230
O17 1.452738 2.294348 -2.512684
H63 2.055856 -0.271243 6.170676
O18 -0.261003 0.845618 1.985209
H64 0.757237 2.161774 5.828350

Cartesian forces (eV/Å) of the 6 atoms listed first:
H -0.8777 0.2906 -0.3416
O -0.3567 0.8497 1.3219
C 0.3664 -0.4013 0.0328
O -0.8755 -0.8361 -2.0212
O 0.5193 0.8688 -0.4965
H -0.2358 0.5924 0.1180

Values from the calculation:
Frontier orbital gap = 9.289 eV
Net charge = -1
Multiplicity = 1
E_HOMO = -0.27500 Eh
LUMO = 0.066 hartree

---

One value per record, in order, for F_max: 0.89 3.49 1.84 5.80 eV Å⁻¹.
One value per record, in order, for ΔE to the lowest compared entry with this formula, charge and spin: 0.000 3.459 2.524 0.000 eV.